(1)
DFT (the ωB97M-V functional and the def2-TZVPD basis) results for a molecular structure, C38H30BBiBr2IN7O2S.

XYZ file:
```
83
Properties=species:S:1:pos:R:3
Bi 0.440 -0.382 -0.455
Br -7.365 2.478 1.687
C -5.475 2.301 1.788
C -4.717 3.385 2.194
C -3.339 3.264 2.239
C -2.713 2.073 1.858
C -3.502 0.994 1.454
C -4.880 1.104 1.427
N -1.329 1.982 1.789
C -0.570 2.394 2.707
C 0.897 2.448 2.571
C 1.654 2.887 3.654
C 3.033 2.954 3.534
C 3.613 2.594 2.336
C 2.778 2.187 1.304
N 1.460 2.113 1.400
H -5.195 4.313 2.474
H -2.734 4.112 2.536
H -3.019 0.069 1.171
H -5.486 0.265 1.115
H -0.971 2.731 3.673
H 1.172 3.168 4.583
H 3.643 3.279 4.367
H 4.685 2.609 2.205
H 3.192 1.912 0.338
N -3.655 0.861 -3.887
C -4.396 -0.236 -3.512
C -5.572 -0.792 -4.000
C -6.007 -1.954 -3.393
C -5.307 -2.528 -2.323
C -4.153 -1.958 -1.822
C -3.686 -0.795 -2.433
N -2.562 -0.043 -2.171
C -2.567 0.919 -3.050
C -1.511 1.906 -3.220
C -1.373 2.744 -4.292
S 0.057 3.669 -4.149
C 0.381 2.867 -2.647
N -0.502 2.002 -2.300
H -3.871 1.501 -4.629
H -6.120 -0.333 -4.813
H -6.904 -2.436 -3.758
H -5.683 -3.443 -1.886
H -3.621 -2.400 -0.989
H -2.008 2.849 -5.156
H 1.268 3.093 -2.073
Br -0.931 -5.356 4.208
C -0.461 -4.010 2.941
C 0.352 -4.335 1.870
C 0.694 -3.343 0.959
C 0.246 -2.033 1.105
C -0.544 -1.739 2.215
C -0.910 -2.716 3.130
H 0.713 -5.349 1.748
H 1.321 -3.613 0.115
H -0.893 -0.724 2.370
H -1.520 -2.476 3.991
I 0.646 -1.188 -4.060
C 0.040 -1.914 -2.138
H 0.596 -2.833 -1.971
H -1.020 -2.121 -2.227
N 3.047 -2.694 3.230
C 2.307 -2.191 4.268
C 2.269 -0.844 4.064
N 2.964 -0.517 2.928
C 3.416 -1.647 2.452
H 3.259 -3.662 3.079
H 1.884 -2.817 5.033
H 1.788 -0.084 4.658
H 4.003 -1.755 1.553
O 3.059 0.543 -2.040
B 2.709 -0.476 -1.155
O 3.791 -1.335 -0.992
C 4.796 -0.856 -1.797
C 6.063 -1.353 -2.010
C 6.861 -0.659 -2.915
C 6.407 0.484 -3.563
C 5.133 0.991 -3.326
C 4.343 0.292 -2.441
H 6.412 -2.246 -1.511
H 7.858 -1.020 -3.130
H 7.053 0.994 -4.265
H 4.770 1.880 -3.824
```

Values from the calculation:
**HOMO level**: -7.782 eV
**HOMO-LUMO gap**: 7.70 eV
**Relative energy (zero: lowest compared OMol25 entry of this formula, charge and spin)**: 0.0 kcal per mole
**Lowest unoccupied orbital energy**: -0.003 hartree
**Calculated total energy**: -8083.28354 a.u.
**Largest force on an atom**: 0.79 eV/Å

These are the Löwdin partial charges, in e, on atoms 1 to 4: number 1, Bi, carries 1.520; number 2, Br, carries 0.715; number 3, C, carries -0.695; number 4, C, carries -0.131

---

(2)
DFT (the ωB97M-V functional and the def2-TZVPD basis) results for a molecular structure, C38H30BCl2F4N4NdO5.

XYZ file:
```
85
Properties=species:S:1:pos:R:3
Nd 0.263 0.132 0.412
Cl 1.794 -2.249 -6.396
C 1.376 -1.173 -5.080
C 0.726 -1.702 -3.978
C 0.364 -0.908 -2.891
N -0.114 -1.436 -1.679
C -0.707 -2.626 -1.666
O -1.177 -3.299 -2.596
C -0.738 -3.268 -0.284
C -1.333 -4.511 -0.115
C -1.255 -5.114 1.127
C -0.586 -4.467 2.158
C -0.039 -3.220 1.910
N -0.118 -2.639 0.711
C 0.627 0.481 -2.949
C 1.297 0.992 -4.061
C 1.674 0.175 -5.117
Cl 2.506 0.899 -6.477
N 0.227 1.252 -1.843
C 0.041 2.569 -1.973
O 0.203 3.303 -2.957
C -0.486 3.249 -0.714
C -0.442 4.632 -0.625
C -0.987 5.235 0.491
C -1.554 4.442 1.481
C -1.521 3.070 1.329
N -1.001 2.486 0.247
H 0.490 -2.754 -3.962
H -1.823 -4.959 -0.968
H -1.706 -6.087 1.290
H -0.494 -4.909 3.141
H 0.473 -2.645 2.671
H 1.510 2.047 -4.104
H 0.009 5.183 -1.437
H -0.961 6.313 0.600
H -1.985 4.873 2.376
H -1.902 2.395 2.086
O 2.327 -1.343 -0.385
C 3.461 -1.378 0.466
C 2.984 -1.128 1.932
O 3.778 -1.290 2.849
O 1.749 -0.802 2.017
C 4.404 -0.293 -0.049
C 4.347 0.073 -1.391
C 5.202 1.043 -1.893
C 6.129 1.657 -1.058
C 6.183 1.296 0.281
C 5.326 0.326 0.785
C 4.137 -2.751 0.332
C 5.279 -3.064 1.068
C 5.896 -4.297 0.925
C 5.387 -5.247 0.044
C 4.260 -4.938 -0.699
C 3.645 -3.696 -0.561
H 1.698 -2.009 -0.052
H 3.608 -0.380 -2.041
H 5.126 1.328 -2.935
H 6.786 2.427 -1.445
H 6.877 1.790 0.950
H 5.337 0.075 1.838
H 5.668 -2.337 1.768
H 6.782 -4.517 1.509
H 5.870 -6.211 -0.063
H 3.852 -5.657 -1.400
H 2.788 -3.459 -1.178
F 0.870 1.838 2.328
B 2.043 2.378 1.713
F 2.086 1.667 0.432
F 1.881 3.731 1.466
F 3.176 2.098 2.438
C -3.200 -1.342 4.773
C -3.721 -1.356 3.330
C -4.998 -0.511 3.246
C -4.045 -2.802 2.922
C -2.694 -0.810 2.427
C -1.815 -0.367 1.697
H -3.952 -1.755 5.455
H -2.963 -0.323 5.083
H -2.287 -1.934 4.854
H -5.771 -0.919 3.907
H -5.378 -0.496 2.224
H -4.792 0.520 3.541
H -4.797 -3.232 3.592
H -3.144 -3.417 2.958
H -4.424 -2.832 1.899
```

Values from the calculation:
**HOMO level (spin up / spin down)**: -2.462 / -2.463 eV
**HOMO-LUMO gap (spin up / spin down)**: 6.62 / 6.62 eV
**⟨S²⟩**: 3.75
**Relative energy (zero: lowest compared OMol25 entry of this formula, charge and spin)**: 0.0 kcal per mole
**Lowest unoccupied orbital energy (spin up / spin down)**: 0.153 / 0.153 hartree
**Total charge**: -2
**Multiplicity**: 4
**Calculated total energy**: -3967.94302 a.u.
**Largest force on an atom**: 0.92 eV/Å

These are the Löwdin partial charges, in e, on atoms 1 to 4: number 1, Nd, carries 1.880; number 2, Cl, carries 0.595; number 3, C, carries -0.688; number 4, C, carries -0.053